{
  "formula": "C38H86F10N12O26S10",
  "method": "wB97M-V/def2-TZVPD",
  "symbols": ["H", "S", "H", "C", "H", "H", "H", "O", "O", "F", "H", "C", "H", "N", "N", "H", "H", "H", "S", "C", "H", "C", "H", "H", "H", "H", "N", "C", "S", "O", "H", "O", "N", "H", "C", "N", "C", "H", "H", "O", "N", "H", "C", "H", "C", "O", "F", "H", "H", "H", "O", "C", "C", "H", "H", "O", "H", "O", "H", "C", "O", "H", "H", "H", "H", "H", "C", "H", "O", "H", "H", "F", "N", "H", "O", "O", "H", "F", "C", "O", "O", "F", "C", "F", "H", "S", "H", "H", "H", "O", "H", "H", "C", "H", "H", "H", "H", "C", "S", "F", "C", "H", "H", "C", "F", "F", "C", "H", "C", "H", "H", "H", "O", "H", "H", "H", "S", "O", "O", "H", "H", "H", "S", "H", "O", "C", "H", "C", "F", "S", "H", "H", "C", "H", "H", "N", "N", "H", "C", "C", "C", "C", "C", "H", "H", "O", "H", "N", "H", "H", "O", "H", "S", "C", "N", "C", "H", "H", "H", "O", "H", "H", "S", "H", "O", "C", "C", "C", "H", "H", "O", "C", "H", "C", "O", "H", "N", "H", "H", "C", "C", "H"],
  "xyz": [[-5.34, -7.92, 11.25], [4.59, -1.30, -6.18], [-0.66, 2.54, 0.59], [1.39, 1.05, -0.56], [-5.52, -5.37, 10.94], [-2.16, -2.11, -1.92], [4.64, -8.31, -3.63], [-1.80, 2.53, 6.18], [4.63, 7.65, -4.61], [2.72, -0.82, 8.94], [9.31, 4.04, -1.57], [-0.35, 7.36, -6.27], [-7.68, -4.15, -1.29], [8.40, 3.77, -1.91], [5.92, 6.87, -2.67], [-9.70, -2.10, -5.37], [-3.74, 5.75, 3.18], [-11.01, -3.03, -4.39], [2.62, -7.09, 1.08], [-10.04, -3.02, -4.89], [8.25, 3.91, 0.88], [-0.07, 3.75, -7.83], [-5.05, 5.36, 1.48], [1.24, 1.00, 0.52], [0.79, 2.15, -3.04], [1.29, -1.57, 0.56], [-8.94, -2.73, -2.58], [-0.04, 1.35, -1.14], [5.77, 7.93, -3.74], [1.13, -0.90, 7.25], [-1.07, 7.97, -6.82], [3.46, 0.23, 4.70], [-3.25, 2.89, 3.90], [2.13, -0.38, -2.12], [8.45, 3.30, -3.44], [5.29, -5.37, -2.83], [-0.88, 6.87, -4.92], [4.87, -4.75, -3.50], [-1.50, 2.75, -0.91], [6.10, 9.31, -3.41], [3.72, -1.46, 6.66], [-5.99, -8.00, 8.33], [-4.66, -5.49, 10.28], [-0.69, -2.86, 0.82], [-3.39, -4.32, 8.41], [2.84, -3.66, -7.50], [-5.36, 2.50, 3.69], [0.66, 6.49, -9.53], [-2.17, 7.18, 4.90], [-5.54, -4.30, 8.72], [-2.35, 0.44, -0.84], [-4.83, 6.42, 1.65], [-1.45, -5.68, 7.39], [9.06, 2.42, -3.62], [-3.68, -4.92, 5.68], [3.51, 6.45, -1.94], [0.08, 3.51, -0.62], [-3.19, 8.75, 2.24], [-4.71, -3.42, 9.92], [-4.51, -6.88, 9.58], [7.59, 1.53, -1.39], [7.10, -4.03, -2.54], [-3.47, -3.40, 7.84], [6.71, 2.93, 0.85], [6.30, -8.71, -3.62], [1.57, 5.27, -6.07], [-8.98, -3.38, -3.97], [6.67, -5.05, -1.28], [-1.25, 1.09, 4.27], [-8.83, -1.76, -2.84], [-7.66, -2.50, -0.76], [6.19, -1.63, -5.93], [-0.96, 0.16, -0.66], [-1.13, -1.32, 1.54], [0.95, -8.86, -0.73], [3.37, -8.38, 1.17], [-1.23, 6.81, 3.37], [5.03, 6.88, -0.33], [7.88, 2.68, -0.96], [6.92, -6.23, -4.31], [4.23, 8.85, -1.54], [0.86, -7.08, -2.17], [0.12, 6.94, -8.69], [1.92, -3.68, -5.35], [0.49, 8.03, -6.11], [3.29, -1.10, 5.28], [8.33, 2.24, 0.88], [-1.40, 7.64, -2.90], [-0.69, -3.02, -2.07], [2.25, -1.96, 4.73], [0.00, 2.98, -7.06], [-0.58, -1.49, -2.74], [-1.07, -2.01, -1.92], [0.73, 7.84, -8.55], [-4.12, 6.61, 0.85], [-9.75, -2.99, -2.03], [-0.56, 3.27, -8.68], [1.86, -0.23, -1.07], [2.56, -0.49, 7.41], [4.57, -1.84, 4.66], [1.07, -1.45, -0.50], [-0.11, 6.17, -4.60], [2.12, 3.60, -7.40], [6.04, -6.51, -3.54], [6.93, 7.29, -4.67], [3.87, -6.06, 1.40], [-0.82, 4.96, -7.40], [8.92, 4.11, -4.00], [-1.20, -1.92, 0.63], [-4.21, -8.91, 10.37], [0.21, 0.57, -3.26], [1.37, -2.38, -0.98], [-4.39, 1.29, 5.52], [-5.71, 7.05, 1.62], [2.83, -0.41, -0.61], [-1.40, 4.75, -6.50], [2.73, -2.73, -6.37], [-0.29, -6.85, -0.05], [1.74, -1.62, -6.44], [1.72, 4.35, -8.96], [-10.15, -3.65, -5.78], [-3.80, -5.31, 10.92], [4.59, 7.41, -1.73], [5.79, -3.70, -1.30], [4.38, -0.06, -5.44], [1.48, 5.53, -7.13], [2.25, 6.23, -7.45], [-4.41, -7.89, 10.69], [-0.93, 3.41, 4.22], [-4.05, 1.72, 4.16], [2.16, 1.80, -0.74], [-6.56, -7.25, 9.76], [-3.03, -5.64, 7.68], [-6.20, -6.28, 8.33], [-1.80, 6.29, -4.94], [-4.10, 6.69, 3.02], [2.43, -6.66, -0.35], [-1.29, -6.23, 6.47], [-0.89, 8.01, -3.79], [-5.86, -7.11, 8.94], [-0.55, -1.32, -0.63], [-0.51, 2.61, -0.49], [0.01, 1.48, -2.70], [-6.83, -2.81, -2.30], [0.06, 8.50, -3.58], [-2.96, -8.15, 7.96], [-2.61, -4.12, 9.15], [-3.32, -6.86, 8.57], [-4.68, 6.95, 3.81], [-1.60, 5.27, -8.09], [-3.82, 0.68, 3.15], [-0.91, 1.82, -3.19], [-1.95, 2.26, 4.76], [7.73, 3.05, 0.46], [3.88, -2.61, -5.43], [-7.65, -3.12, -1.65], [-3.57, -7.72, 11.36], [5.57, -8.02, -2.12], [7.41, 3.33, -3.77], [1.63, -6.76, 2.09], [-1.12, -4.71, 7.02], [-0.82, -5.98, 8.22], [0.96, -7.42, -0.57], [-1.41, 8.89, -4.17], [-8.10, -4.07, -4.38], [5.59, -7.98, -3.21], [1.41, 4.25, -7.92], [6.21, -4.41, -2.02], [-0.93, 7.15, -8.90], [-2.23, -2.24, 0.48], [2.93, 0.90, 7.42], [-4.63, -4.33, 9.32], [-3.81, -6.73, 5.94], [-3.10, 7.78, 3.03], [4.53, -1.12, -7.63], [4.57, -5.73, -2.22], [0.09, 6.22, -7.35], [-4.91, -5.50, 6.55], [7.78, 4.56, -1.91], [-3.86, -5.73, 6.38], [-1.92, 7.48, 3.88], [-1.31, 8.34, 4.13]],
  "mulliken_charge": [0.3883, 1.0253, 0.4869, -1.2123, 0.4333, 0.3686, 0.3424, -0.5672, -0.5192, -0.2672, 0.4121, -0.6327, 0.3254, -0.1381, -0.1175, 0.3226, 0.2516, 0.3624, 0.9668, -1.0497, 0.3479, -0.5485, 0.3352, 0.4793, 0.4456, 0.5842, -0.1543, 1.6321, 0.8518, -0.5304, 0.5117, -0.6063, 0.0379, 0.4277, -0.8211, 0.0650, -0.2665, 0.2516, 0.4611, -0.5517, -0.2923, 0.3741, -1.0913, 0.5172, -1.2057, -0.6192, -0.3299, 0.3209, 0.3954, 0.3216, -0.2788, -0.7312, -1.6437, 0.3431, 0.4291, -0.5625, 0.4158, -0.4515, 0.4406, 1.3311, -0.4366, 0.3924, 0.5486, 0.3162, 0.3142, 0.3695, 0.4775, 0.4241, -0.4327, 0.3758, 0.3491, -0.3153, 0.8067, 0.5426, -0.5976, -0.6071, 0.2926, -0.2448, 0.5283, -0.4239, -0.5364, -0.3244, -1.0310, -0.2914, 0.3488, 1.0751, 0.3590, 0.3405, 0.4218, -0.5731, 0.2673, 0.3584, -1.5336, 0.4021, 0.3293, 0.3886, 0.3368, -0.6226, 1.1187, -0.3374, -1.2471, 0.2950, 0.4437, 0.6330, -0.3057, -0.3150, -0.4233, 0.3818, -1.8857, 0.4291, 0.3312, 0.4771, -0.5638, 0.3398, 0.4285, 0.2346, 0.8484, -0.5682, -0.5430, 0.3033, 0.3444, 0.3680, 0.9779, 0.3787, -0.5653, -0.5822, 0.4237, -1.6540, -0.3332, 0.8109, 0.5302, 0.4357, 1.3180, 0.3225, 0.3029, 0.0074, 0.0062, 0.4529, -1.3958, -1.5451, 1.1944, -2.0243, -1.8669, 0.3669, 0.3746, -0.1961, 0.4112, 0.5606, 0.3864, 0.3420, -0.5738, 0.3690, 0.9500, -0.9643, -0.0174, -0.7549, 0.4136, 0.3644, 0.3531, -0.5549, 0.5033, 0.3855, 0.9852, 0.3863, -0.3537, -1.0334, -0.7755, -0.9467, 0.4078, 0.3661, -0.5808, -0.7236, 0.4394, 0.5882, -0.5326, 0.2651, 0.2448, 0.3609, 0.3269, -1.6090, -1.0880, 0.3596],
  "e_homo_ha": -0.371,
  "orbital_gap_ev": 2.310,
  "fmax_ev_per_a": 11.5,
  "total_charge": 2
}



{
  "formula": "C38H87F3O10P",
  "method": "wB97M-V/def2-TZVPD",
  "symbols": ["H", "P", "O", "H", "C", "C", "H", "C", "C", "F", "H", "C", "H", "H", "H", "H", "H", "O", "H", "H", "O", "H", "H", "C", "H", "H", "C", "C", "C", "H", "O", "H", "C", "H", "H", "C", "H", "H", "C", "H", "O", "H", "C", "C", "H", "H", "H", "H", "H", "H", "H", "H", "H", "C", "H", "O", "H", "H", "H", "H", "H", "O", "H", "H", "H", "H", "C", "C", "H", "C", "H", "C", "H", "H", "H", "C", "H", "C", "C", "C", "H", "C", "H", "H", "H", "H", "C", "C", "H", "H", "H", "C", "H", "C", "H", "H", "C", "C", "C", "C", "H", "H", "H", "H", "H", "H", "H", "H", "H", "H", "H", "H", "F", "C", "H", "H", "H", "C", "H", "C", "H", "C", "O", "H", "O", "H", "H", "H", "H", "H", "H", "O", "H", "H", "F", "H", "C", "H", "C"],
  "xyz": [[-5.55, -2.85, -4.19], [-2.56, 1.46, 1.37], [-3.95, -2.23, 4.50], [-3.32, 2.32, 2.24], [3.13, -3.67, -8.60], [-4.92, -3.11, 3.98], [-4.12, -1.19, -5.37], [-4.21, 4.63, -0.51], [-0.85, 2.77, 4.78], [-3.28, 5.74, -0.38], [4.78, -0.67, -5.45], [7.06, 0.07, -1.75], [2.46, 3.76, 4.38], [5.68, -1.59, -1.95], [2.02, 3.64, 1.72], [-5.54, 0.83, -3.87], [-7.00, -1.94, -4.56], [2.31, -2.70, -6.50], [2.65, -6.60, -1.51], [-0.03, 1.85, 1.55], [2.86, 6.78, 5.87], [0.04, 0.07, -1.26], [7.34, 0.15, -2.81], [2.64, 4.41, 5.24], [3.09, 3.64, -0.50], [-2.32, 0.60, 2.54], [2.76, -5.52, -1.45], [-2.96, 2.63, -0.09], [-0.97, 2.43, 1.89], [3.85, 0.98, -3.86], [4.01, -3.75, -0.28], [-4.11, -4.35, 6.28], [2.67, 5.87, 4.80], [2.15, -2.98, -0.78], [-2.24, -0.64, -0.14], [-3.78, -2.23, 5.91], [4.73, -5.61, -0.63], [-4.63, -4.15, 4.15], [-6.32, -2.85, 4.50], [1.78, -5.09, -1.25], [4.64, 0.18, -2.17], [0.34, -2.41, -6.10], [4.74, -0.89, -4.38], [-6.14, 0.25, -3.16], [5.39, 6.05, 4.99], [1.85, 4.25, 5.98], [3.88, 0.48, 1.31], [-4.30, 0.16, -0.09], [3.35, -4.49, -6.61], [-4.92, -2.98, 2.89], [3.24, -1.90, 0.08], [-0.34, -4.79, -6.11], [-2.42, -3.91, 6.00], [3.77, -5.15, -0.38], [0.99, -4.52, -4.96], [2.77, 1.87, 2.37], [5.12, 1.89, 3.75], [2.97, -3.20, 2.18], [3.91, 2.11, -0.15], [3.85, -1.48, -4.18], [3.56, 0.11, 2.99], [-3.96, 3.61, 0.43], [-0.80, -0.30, 0.98], [0.65, -3.12, -7.68], [-8.21, -0.13, -2.68], [2.15, 2.15, -0.26], [-1.59, 0.21, 0.28], [3.30, -3.52, -7.10], [-5.91, 0.65, -2.17], [-5.92, -1.84, -4.36], [-3.21, -3.52, 7.55], [3.02, 2.72, 0.08], [-6.63, -1.82, 4.27], [3.94, -4.28, -9.02], [6.21, 6.73, 6.40], [0.96, -3.15, -6.62], [2.18, -4.16, -8.86], [-3.36, -3.58, 6.47], [-4.14, 0.37, 1.05], [5.69, -0.56, -1.58], [5.94, 0.71, 2.70], [2.91, 3.03, 1.56], [3.59, 4.11, 5.69], [-0.62, 2.59, 5.89], [7.82, -0.52, -1.25], [-5.84, 1.81, 0.80], [-7.02, -0.15, 0.27], [-7.62, 0.42, -3.43], [1.86, -4.31, 1.38], [5.50, 2.30, 2.08], [-7.91, 0.05, -4.41], [-0.77, 0.86, -0.95], [-2.08, 3.28, -0.46], [2.24, -3.29, 1.37], [-1.48, 0.93, -1.85], [4.05, 7.42, 7.38], [0.72, -4.52, -6.02], [5.18, 1.49, 2.73], [4.73, 0.40, -3.58], [2.88, -2.94, 0.04], [-0.20, 1.82, -0.72], [1.31, -5.29, -6.51], [-4.69, -1.87, 6.40], [3.09, -5.15, -2.43], [5.60, 1.02, -3.81], [-3.47, 2.02, -0.92], [-5.54, -0.24, -5.79], [3.48, -5.55, 0.59], [4.07, 5.68, 7.14], [5.47, -0.63, -0.51], [1.71, 6.12, 4.34], [3.43, 6.03, 4.02], [-5.50, 5.20, -0.17], [5.32, 6.81, 5.77], [-5.39, 1.55, 2.64], [-3.97, -0.64, 1.61], [-6.39, -2.98, 5.58], [4.07, 6.64, 6.61], [3.13, -2.69, -9.09], [3.83, 0.92, 2.31], [1.41, -2.61, 1.58], [-0.89, 2.71, 3.48], [-7.89, 0.57, -0.32], [7.07, 1.08, -1.33], [-5.71, -1.11, -3.16], [3.76, 3.63, 1.90], [-7.04, -3.53, 4.04], [5.32, 7.79, 5.28], [-3.00, -1.50, 6.14], [4.26, -3.03, -6.91], [-6.51, -0.96, -0.38], [-6.60, 0.02, 1.63], [-5.37, -1.87, -6.45], [5.61, -1.51, -4.15], [-4.32, 4.19, -1.87], [-7.89, 1.48, -3.38], [-5.20, -1.25, -5.56], [-0.90, 3.47, 1.39], [-5.50, 1.04, 1.60]],
  "mulliken_charge": [0.3226, 1.0856, -0.3427, -0.0622, -1.1580, -0.3148, 0.2771, 0.7839, -0.5512, -0.2688, 0.4028, -1.3908, 0.1998, 0.3035, 0.4510, 0.2375, 0.3286, -0.4045, 0.4649, -0.1879, -0.4435, 0.1736, 0.3015, -0.6211, 0.4649, -0.1923, -0.9996, -0.9998, 0.0264, 0.3370, -0.4198, 0.2571, -0.4333, 0.2240, 0.3442, -0.3943, 0.3566, 0.3072, -1.1075, 0.2468, -0.2034, 0.3332, -0.9491, 0.1736, 0.2249, 0.2253, -0.0332, 0.0950, 0.2700, 0.3148, -0.0651, 0.4012, 0.2876, -0.3678, 0.1918, -0.3881, 0.3065, 0.3065, 0.1653, 0.2880, 0.3837, -0.3040, 0.0485, 0.3044, 0.2809, 0.0973, -0.5509, -0.2166, -0.0246, -0.3842, 0.3824, -1.0105, 0.2591, 0.4022, 0.3842, -0.3258, 0.2697, -1.0305, -0.4510, -0.0988, 0.4524, -0.5370, 0.2092, 0.3231, 0.4104, 0.1610, 0.2010, -1.2570, 0.3555, 0.2878, 0.3841, -0.6569, 0.6336, -1.1883, 0.2144, 0.3451, -0.9590, -1.3098, -0.6258, 0.2022, 0.0434, 0.2645, 0.3130, 0.2212, 0.3527, 0.0845, 0.2609, 0.3057, 0.2907, 0.2719, 0.3323, 0.2680, -0.2844, -0.9746, 0.3206, 0.1183, 0.3206, -0.3135, 0.3049, 0.1699, 0.3359, -0.3042, -0.5129, 0.3132, -0.3685, 0.5370, 0.3957, 0.2760, 0.3410, 0.3281, 0.3650, -0.3419, 0.3998, 0.3014, -0.2357, 0.3937, -1.0253, 0.2590, -0.3707],
  "e_homo_ha": -0.160,
  "orbital_gap_ev": 6.339,
  "fmax_ev_per_a": 5.3,
  "total_charge": -1
}